(1)
Computed, not measured: C33H43N6O6PdTe as an isolated structure, with the ωB97M-V functional and the def2-TZVPD basis.

Summary:
Molecular weight in g mol⁻¹: 853.76
Kohn-Sham gap (alpha / beta) in Ha: 0.301 / 0.235
Net charge: +2
LUMO energy (alpha / beta) in eV: -4.4864 / -6.6670
Spin multiplicity: 6
HOMO level (alpha / beta) in eV: -12.68 / -13.07

Cartesian coordinates (Å):
Pd (-0.38637, -1.58109, -0.54984)
O (0.91909, -2.93095, -1.85793)
C (1.75220, -3.93666, -1.23545)
C (3.00920, -3.36115, -0.61667)
C (2.75757, -2.20428, 0.35918)
C (1.81995, -2.55740, 1.47906)
C (2.30495, -3.09860, 2.66308)
C (1.43131, -3.41904, 3.68614)
C (0.07638, -3.18531, 3.50681)
C (-0.34281, -2.64958, 2.30757)
N (0.50258, -2.34814, 1.31192)
H (1.41559, -2.45953, -2.54002)
H (2.00196, -4.69365, -1.97965)
H (1.11279, -4.39692, -0.48215)
H (3.68338, -3.01475, -1.40445)
H (3.52678, -4.17785, -0.10716)
H (2.36222, -1.34464, -0.18206)
H (3.71330, -1.89967, 0.78611)
H (3.36980, -3.25291, 2.77512)
H (1.80206, -3.83602, 4.61287)
H (-0.64428, -3.40731, 4.28029)
H (-1.38628, -2.43252, 2.12548)
C (-5.02573, -0.84189, 0.93113)
N (-4.37365, -1.86708, 0.11072)
C (-5.07533, -2.86580, -0.49139)
C (-4.47646, -3.79732, -1.26240)
C (-3.06500, -3.69570, -1.42734)
N (-2.38372, -2.72834, -0.81725)
C (-3.01769, -1.80142, -0.06668)
O (-2.34002, -0.89480, 0.46192)
N (-2.38256, -4.55391, -2.18324)
H (-6.07680, -1.09598, 1.02936)
H (-4.92673, 0.13125, 0.45589)
H (-4.56140, -0.80719, 1.91315)
H (-6.14180, -2.86259, -0.31509)
H (-5.04922, -4.57923, -1.73568)
H (-2.84566, -5.28978, -2.68706)
H (-1.39527, -4.41121, -2.32325)
O (-1.78818, 2.05105, -0.46879)
N (-2.77826, 1.61084, -0.93532)
O (0.38178, 0.26183, -2.27094)
O (-2.97702, 0.83429, -1.81266)
C (1.23006, 1.21712, 1.11323)
C (1.20311, 1.29218, -0.38077)
O (1.64948, 2.22106, -1.02361)
N (0.58772, 0.19698, -1.01876)
Te (1.33188, 2.84222, -3.85440)
C (2.38442, 4.58101, -4.32698)
C (1.80974, 5.57912, -5.12370)
C (0.42971, 5.48426, -5.71766)
C (2.57243, 6.71327, -5.37752)
C (3.85480, 6.87299, -4.86738)
C (4.65068, 8.11474, -5.14349)
C (4.39675, 5.84875, -4.09313)
C (3.68568, 4.69525, -3.81270)
C (4.30292, 3.61884, -2.95983)
C (-0.45050, 3.69075, -3.17255)
C (-0.44948, 4.77927, -2.29047)
C (0.79393, 5.38592, -1.69821)
C (-1.68109, 5.33164, -1.95669)
C (-2.87787, 4.84810, -2.47098)
C (-4.18869, 5.47043, -2.08507)
C (-2.83656, 3.75405, -3.33098)
C (-1.63879, 3.15370, -3.68949)
C (-1.65143, 1.97048, -4.62166)
H (0.55602, 1.98179, 1.50276)
H (2.23222, 1.44775, 1.47144)
H (0.90768, 0.24510, 1.47954)
H (0.19881, 4.47466, -6.06526)
H (0.34496, 6.14952, -6.57474)
H (-0.33704, 5.77031, -4.99497)
H (2.15255, 7.49217, -6.00330)
H (4.14025, 8.76819, -5.84782)
H (5.62931, 7.86376, -5.55352)
H (4.81850, 8.67338, -4.22123)
H (5.40201, 5.95529, -3.70179)
H (5.33039, 3.87269, -2.70734)
H (4.32634, 2.65652, -3.47972)
H (3.75339, 3.48055, -2.02512)
H (1.55167, 4.63596, -1.47327)
H (0.54754, 5.89839, -0.76966)
H (1.23220, 6.12072, -2.37636)
H (-1.70173, 6.17340, -1.27378)
H (-4.06152, 6.50950, -1.78660)
H (-4.63012, 4.93752, -1.23982)
H (-4.90158, 5.43083, -2.90760)
H (-3.76097, 3.36239, -3.74088)
H (-2.67384, 1.65784, -4.82556)
H (-1.12408, 1.11714, -4.18757)
H (-1.18726, 2.20935, -5.58188)

Atom charges from the Mulliken analysis, given in e for atoms 1 to 2: 0.5866 -0.3946

=====

(2)
Computed, not measured: a 2-piece molecular cluster, C4H13N2O overall at a distorted geometry, with the ωB97M-V functional and the def2-TZVPD basis.

Summary:
Molecular weight in g mol⁻¹: 105.16
Kohn-Sham gap (alpha / beta) in Ha: 0.126 / 0.331
Net charge: 0
LUMO energy (alpha / beta) in eV: 0.6506 / 0.4737
Spin multiplicity: 2
HOMO level (alpha / beta) in eV: -2.76 / -8.54

Cartesian coordinates (Å):
C (-0.07901, 0.91570, 1.82992)
N (0.03892, -0.42399, 1.21865)
C (0.75239, -1.33806, 2.17803)
H (-0.53147, 1.65490, 1.10603)
H (-0.71041, 0.91005, 2.70593)
H (0.93789, 1.22060, 2.04049)
H (0.57623, -0.26240, 0.29083)
H (-0.85770, -0.87240, 0.95453)
H (1.54419, -0.70028, 2.66805)
H (1.12986, -2.19023, 1.58532)
H (0.01870, -1.59490, 2.99160)
C (-0.76807, 1.29462, -1.91352)
C (0.18458, 0.09722, -1.85251)
N (-0.24500, -1.02059, -2.64083)
O (1.26551, 0.13824, -1.22082)
H (-1.74349, 1.05634, -1.38461)
H (-0.96705, 1.55925, -2.96404)
H (-0.30846, 2.14603, -1.36654)
H (0.42558, -1.79660, -2.65177)
H (-0.66319, -0.79350, -3.57474)

Atom charges from the natural (NBO) analysis, given in e for atoms 1 to 2: -0.4534 -0.6269

=====

(3)
Computed, not measured: one molecule with the formula C25H33N3O3, with the ωB97M-V functional and the def2-TZVPD basis.

Summary:
Molecular weight in g mol⁻¹: 423.56
Kohn-Sham gap in Ha: 0.337
Net charge: 0
LUMO energy in eV: 0.7284
HOMO level in eV: -8.45

Cartesian coordinates (Å):
C (-1.99331, -3.44251, 4.81375)
H (-1.22351, -3.54382, 5.57574)
H (-2.29345, -4.43731, 4.49519)
H (-2.85435, -2.94936, 5.25725)
C (-1.47086, -2.65435, 3.60578)
N (-0.93057, -1.33524, 3.88481)
C (0.38294, -1.36430, 4.51978)
C (1.48433, -1.02035, 3.51890)
H (2.45290, -1.02425, 4.01336)
H (1.31244, -0.03394, 3.09513)
H (1.50718, -1.75279, 2.71467)
H (0.59094, -2.35214, 4.94867)
H (0.41322, -0.64390, 5.34159)
C (-1.87883, -0.45504, 4.54549)
H (-2.87363, -0.67416, 4.14858)
C (-1.57407, 1.02646, 4.30811)
C (-2.01101, 1.53644, 2.93374)
N (-1.20361, 1.05336, 1.83738)
C (-0.28489, 1.84046, 1.25277)
O (0.00379, 2.94716, 1.66102)
C (0.33499, 1.31597, -0.05467)
C (-0.56893, 1.82572, -1.13989)
C (-0.44987, 3.11693, -1.63103)
C (-1.32882, 3.58316, -2.59318)
C (-2.34085, 2.76447, -3.06986)
C (-2.47139, 1.47987, -2.57941)
C (-1.59094, 1.00490, -1.61258)
C (-1.75994, -0.38867, -1.13088)
O (-2.76008, -1.04503, -1.37173)
N (-0.73775, -0.88913, -0.38335)
C (-0.73254, -2.29672, -0.05692)
H (0.02247, -2.82484, -0.64596)
H (-0.51848, -2.43123, 1.00328)
H (-1.71654, -2.69968, -0.28896)
C (0.52060, -0.20157, -0.17398)
C (1.52652, -0.49442, -1.27225)
C (1.14137, -0.70929, -2.58511)
C (2.07882, -0.93821, -3.57878)
C (3.43322, -0.95132, -3.26807)
C (3.82594, -0.73671, -1.94522)
C (2.88419, -0.51348, -0.96607)
H (3.20345, -0.34947, 0.05331)
H (4.87906, -0.75269, -1.71406)
O (4.43918, -1.16437, -4.15879)
C (4.10829, -1.37911, -5.50942)
H (3.49446, -2.27686, -5.63547)
H (5.05656, -1.51695, -6.02642)
H (3.58526, -0.51774, -5.93712)
H (1.73624, -1.10275, -4.58793)
H (0.09492, -0.70654, -2.85197)
H (0.93378, -0.57503, 0.77153)
H (-3.25189, 0.81984, -2.92751)
H (-3.02685, 3.12992, -3.81929)
H (-1.22496, 4.58958, -2.97080)
H (0.32956, 3.75732, -1.24670)
H (1.31438, 1.79731, -0.13751)
H (-1.35424, 0.10767, 1.52571)
H (-1.92451, 2.62645, 2.91891)
H (-3.05244, 1.25776, 2.74624)
H (-0.50867, 1.21839, 4.43095)
H (-2.10865, 1.60942, 5.06041)
H (-1.90610, -0.63490, 5.63387)
H (-2.28662, -2.53345, 2.88527)
H (-0.67948, -3.23557, 3.12410)

Atom charges from the natural (NBO) analysis, given in e for atoms 1 to 2: -0.6373 0.2028

=====

(4)
Computed, not measured: C17H12ClI2N2O9RhS as an isolated structure at a distorted geometry, with the ωB97M-V functional and the def2-TZVPD basis.

Summary:
Molecular weight in g mol⁻¹: 812.52
Kohn-Sham gap (alpha / beta) in Ha: 0.275 / 0.197
Net charge: 0
LUMO energy (alpha / beta) in eV: -1.6691 / -3.7342
Spin multiplicity: 5
HOMO level (alpha / beta) in eV: -9.15 / -9.09

Cartesian coordinates (Å):
Rh (0.13915, -0.22063, -1.12539)
I (-2.32263, -2.63449, 2.90000)
C (-3.12079, -1.62047, 1.29609)
C (-4.47739, -1.66794, 1.02700)
C (-5.00181, -1.02756, -0.08319)
I (-7.04354, -1.18593, -0.39680)
C (-4.17366, -0.27272, -0.98864)
C (-4.63926, 0.38824, -2.13563)
C (-3.76255, 1.08413, -2.92599)
C (-2.41545, 1.12510, -2.56813)
N (-1.95449, 0.50754, -1.49501)
C (-2.80370, -0.19515, -0.72226)
C (-2.21342, -0.90131, 0.43388)
O (-0.99282, -0.86920, 0.64701)
H (-5.12743, -2.22141, 1.68947)
H (-5.68932, 0.34090, -2.39254)
H (-4.09565, 1.59359, -3.81865)
H (-1.69305, 1.67376, -3.15921)
O (-1.39177, -2.72692, -1.65666)
Cl (-0.12844, -2.67888, -2.37117)
O (0.05218, -3.81584, -3.19735)
O (-0.11023, -1.43611, -3.16795)
O (0.96740, -2.54299, -1.40374)
C (0.31546, 1.82229, 1.76217)
O (0.18575, 1.80290, 0.33058)
H (-0.11572, 2.73557, 2.17153)
H (1.36216, 1.74998, 2.06081)
H (-0.22422, 0.96180, 2.14692)
H (0.76469, 2.48761, -0.03336)
O (3.55574, 3.57051, 1.36262)
S (4.23477, 2.65266, 0.48563)
O (5.57681, 2.94568, 0.08266)
N (3.28225, 2.34199, -0.80485)
C (2.80584, 1.13047, -0.75487)
O (1.93700, 0.70158, -1.58787)
C (3.27188, 0.29704, 0.40630)
C (2.93565, -0.99783, 0.75769)
C (3.46493, -1.51921, 1.93372)
C (4.31556, -0.76111, 2.73346)
C (4.66028, 0.53696, 2.37115)
C (4.12449, 1.03232, 1.20101)
H (2.29730, -1.60912, 0.13340)
H (3.21130, -2.53052, 2.22690)
H (4.71311, -1.18436, 3.64733)
H (5.32363, 1.13707, 2.98189)

Atom charges from the natural (NBO) analysis, given in e for atoms 1 to 2: 1.4063 0.2918

=====

(5)
Computed, not measured: C2H3N5O as an isolated structure at a distorted geometry, with the ωB97M-V functional and the def2-TZVPD basis.

Summary:
Molecular weight in g mol⁻¹: 113.08
Kohn-Sham gap in Ha: 0.294
Net charge: 0
LUMO energy in eV: -1.7658
HOMO level in eV: -9.76

Cartesian coordinates (Å):
C (-0.06090, -0.73201, 0.15973)
C (0.13659, 1.82453, -0.14609)
H (0.23400, -2.22803, 1.32422)
H (1.79773, -0.33172, 1.74361)
H (0.32409, 1.91804, 1.19860)
N (0.75322, -1.31317, 1.00236)
N (-0.72206, -1.66259, -0.48089)
N (-1.29281, -0.96874, -1.58770)
N (-1.19706, 0.25968, -1.59977)
N (-0.27923, 0.56236, -0.50330)
O (0.30643, 2.67166, -1.11078)

Atom charges from the natural (NBO) analysis, given in e for atoms 1 to 2: 0.4922 0.5342

=====

(6)
Computed, not measured: a 2-piece molecular cluster, C5H12N2 overall at a distorted geometry, with the ωB97M-V functional and the def2-TZVPD basis.

Summary:
Molecular weight in g mol⁻¹: 100.16
Kohn-Sham gap in Ha: 0.332
Net charge: 0
LUMO energy in eV: 1.0667
HOMO level in eV: -7.97

Cartesian coordinates (Å):
C (-0.93578, 2.21506, -1.20905)
C (-0.14121, 0.07306, -1.64518)
N (-1.07445, 0.78599, -1.18961)
H (0.10287, 2.55181, -1.33442)
H (-1.30611, 2.61159, -0.26366)
H (-1.55458, 2.62031, -2.01123)
H (-0.29476, -0.99229, -1.72074)
H (0.83675, 0.46141, -1.95519)
C (0.24593, -2.35127, 0.69301)
N (-0.33487, 0.41881, 1.72391)
C (0.90760, 0.00597, 1.28630)
C (1.19114, -1.18935, 0.75815)
H (-1.10559, -0.00733, 1.16641)
H (-0.45420, 1.41962, 1.77217)
H (1.69671, 0.73761, 1.41806)
H (2.21315, -1.39047, 0.47286)
H (-0.78302, -2.02266, 0.54899)
H (0.27873, -2.93231, 1.61615)
H (0.51168, -3.01556, -0.12692)

Atom charges from the natural (NBO) analysis, given in e for atoms 1 to 2: -0.4399 -0.0408

=====

Total energy, respectively: -66899.8529 -9383.0230 -37074.5738 -81788.1717 -11613.2886 -8358.3390 eV.